Record 1
A molecular structure, C27H30N10S4V, computed with ωB97M-V/def2-TZVPD.

Values from the calculation:
Net charge   +2
Multiplicity   2
HOMO level (spin up / spin down)   -13.455 / -12.909 eV
Relative energy (zero: lowest compared OMol25 entry of this formula, charge and spin)   0.0 kcal/mol

XYZ file:
```
72
C27H30N10S4V (ωB97M-V/def2-TZVPD)
V -0.63 0.15 0.07
C 3.26 2.29 -0.59
C 2.28 1.32 -0.69
N 1.00 1.59 -0.42
C 0.70 2.86 -0.08
C 1.71 3.81 0.05
N 2.98 3.53 -0.20
C -0.74 3.15 0.04
C -1.31 4.40 0.16
C -2.69 4.54 0.07
C -3.44 3.39 -0.23
C -2.80 2.17 -0.33
N -1.48 2.05 -0.11
C -3.41 0.92 -0.81
C -4.75 0.76 -1.10
N -5.23 -0.35 -1.64
C -4.37 -1.32 -1.89
C -3.02 -1.20 -1.57
N -2.54 -0.09 -1.02
C -3.35 5.86 0.22
C -2.72 7.03 -0.17
C -3.39 8.24 -0.01
N -4.61 8.33 0.52
C -5.21 7.21 0.90
C -4.63 5.96 0.77
H 4.30 2.06 -0.83
H 2.53 0.30 -0.96
H 1.49 4.82 0.36
H -0.69 5.27 0.32
H -4.49 3.48 -0.43
H -5.47 1.55 -0.91
H -4.74 -2.23 -2.35
H -2.32 -2.00 -1.76
H -1.75 7.03 -0.64
H -2.93 9.17 -0.32
H -6.19 7.32 1.33
H -5.16 5.08 1.12
C 2.64 -1.22 4.19
C 1.17 -1.17 4.04
N 0.30 -1.56 4.91
N -0.92 -1.30 4.34
C -0.83 -0.75 3.14
S -2.02 -0.21 2.07
N 0.51 -0.66 2.93
N 1.04 -0.14 1.75
H 2.88 -1.73 5.11
H 3.06 -0.21 4.23
H 3.10 -1.75 3.35
H -1.77 -1.50 4.85
H 1.67 -0.85 1.34
H 1.59 0.69 1.98
C 1.99 -4.33 1.95
C 3.11 -4.08 0.93
S 3.18 -2.45 0.13
C 2.29 -2.69 -1.43
C 0.87 -3.21 -1.32
S -0.08 -2.34 -0.04
C -1.32 -3.57 0.45
C -0.85 -4.40 1.64
S 0.63 -5.40 1.36
H 1.55 -3.39 2.28
H 2.41 -4.82 2.82
H 3.11 -4.84 0.14
H 4.08 -4.17 1.42
H 2.86 -3.36 -2.07
H 2.31 -1.71 -1.91
H 0.87 -4.25 -1.00
H 0.36 -3.14 -2.28
H -1.53 -4.20 -0.42
H -2.22 -3.01 0.70
H -1.64 -5.11 1.90
H -0.70 -3.77 2.51
```

Record 2
2 unconnected molecules or ions with the total composition C5H8N3O4S at a distorted geometry, computed with ωB97M-V/def2-TZVPD.

Values from the calculation:
Net charge   +1
HOMO level   -14.129 eV

XYZ file:
```
21
C5H8N3O4S (ωB97M-V/def2-TZVPD)
C -0.84 1.25 0.58
C 0.71 -0.50 -0.06
C -1.18 2.44 0.91
C 0.65 -1.98 -0.23
C 3.04 -0.03 -0.33
N 1.68 0.30 -0.10
N -0.57 0.09 0.19
N -1.31 3.56 -0.12
O -0.71 4.54 0.17
O -1.97 3.31 -1.08
O -2.71 -3.81 -0.19
O -2.74 -1.42 0.12
S -3.51 -2.66 0.03
H -1.31 2.80 1.92
H -0.33 -2.31 -0.53
H 0.91 -2.47 0.71
H 1.38 -2.30 -0.98
H 3.56 0.08 0.63
H 3.22 -1.04 -0.72
H 3.45 0.73 -1.00
H -1.41 -0.58 0.09
```

no.,E (Ha)
1,-4130.73773
2,-1058.28615